C3H5N3 | ωB97M-V/def2-TZVPD

## Properties
Energy above the lowest of the compared OMol25 structures with the same formula, charge and spin in kcal per mole: 99.6
Lowest unoccupied orbital energy in eV: 0.2
HOMO in eV: -8.4825
Orbital gap in eV: 8.6
Charge: 0
F_max in eV/Å: 0.70

Each line ends with the Mulliken charge.
Geometry (Å):
N 0.178 0.256 1.728  -0.506
C -0.143 0.607 0.430  0.307
C -1.235 0.111 -0.271  -0.517
C -0.894 -0.653 -1.315  -0.349
N 0.513 -0.818 -1.568  -0.365
N 1.185 -0.238 -0.704  -0.057
H -0.517 -0.383 2.086  0.282
H 0.287 1.040 2.351  0.259
H 0.075 1.608 0.095  0.305
H -1.545 -1.218 -1.971  0.430
H 2.192 -0.264 -0.859  0.213

---

C3H5N3 | ωB97M-V/def2-TZVPD

## Properties
Energy above the lowest of the compared OMol25 structures with the same formula, charge and spin in kcal per mole: 69.9
Lowest unoccupied orbital energy in eV: 0.7
HOMO in eV: -9.0215
Orbital gap in eV: 9.7
Charge: 0
F_max in eV/Å: 0.55

Each line ends with the Mulliken charge.
Geometry (Å):
N -1.649 -0.398 -0.524  -0.675
C -0.382 -0.232 0.155  0.528
C 0.795 -1.059 -0.327  -0.542
N 1.757 -0.171 -0.237  0.169
N 1.444 1.183 0.095  -0.602
C 0.178 1.162 0.259  -0.205
H -2.418 -0.265 0.124  0.265
H -1.707 -1.350 -0.871  0.263
H -0.396 -0.589 1.211  0.194
H 2.740 -0.349 -0.393  0.206
H -0.363 2.069 0.507  0.399

---

Which formula does entry 2 have?
C3H5N3